# H24O12

A cluster of 12 separate species, H24O12 in total (ωB97M-V/def2-TZVPD, OMol25).

```
36
Properties=species:S:1:pos:R:3:nbo_charge:R:1
O 0.836 -0.116 -3.937 -0.956
O 3.103 -1.877 1.430 -0.912
O -1.987 -0.871 0.790 -0.937
O -2.615 -0.931 -3.452 -0.907
O -2.563 -0.639 4.683 -0.920
O 5.021 1.254 -0.956 -0.934
O 1.425 2.633 0.628 -0.937
O 2.059 -1.211 3.127 -0.909
O -1.114 0.318 -2.533 -0.922
O -2.654 1.101 1.294 -0.918
O -3.302 -0.745 -1.077 -0.935
O -0.170 -0.396 0.293 -0.903
H -3.291 1.629 1.674 0.466
H 1.319 3.246 1.272 0.469
H 0.260 -0.123 1.086 0.467
H 1.999 -1.961 3.766 0.461
H 4.031 -1.735 1.371 0.457
H -2.333 -0.374 -4.274 0.440
H -1.141 0.764 -3.379 0.464
H -1.807 -1.384 -3.295 0.474
H 1.921 2.970 -0.108 0.469
H 1.175 -0.710 -4.680 0.482
H -2.491 0.122 5.239 0.458
H 1.264 -0.738 3.330 0.445
H -2.072 -0.391 1.566 0.449
H 0.341 0.043 -0.405 0.418
H -2.980 -0.137 -1.706 0.477
H -2.842 -1.595 -1.256 0.464
H -0.227 0.383 -2.310 0.455
H -2.096 1.827 0.960 0.464
H 5.582 2.033 -0.781 0.472
H 1.656 -0.101 -3.433 0.473
H 4.146 1.509 -0.843 0.462
H 3.043 -2.889 1.272 0.459
H -1.936 -0.121 0.183 0.485
H -1.560 -0.788 4.462 0.462
```

Computed properties:
E_LUMO: -0.0095 Eh
Multiplicity: 1
Net charge: 0
Gap between HOMO and LUMO: 6.54 eV
SMILES: O.O.O.O.O.O.O.O.O.O.O.O
Energy relative to the best compared isomer or geometry (same formula, charge and spin): 960.13 kJ/mol
Largest force on an atom: 5.523 eV/A

# H24O12

A cluster of 12 separate species, H24O12 in total (ωB97M-V/def2-TZVPD, OMol25).

```
36
Properties=species:S:1:pos:R:3:nbo_charge:R:1
O -3.073 -1.622 2.782 -0.960
O 1.091 4.817 -0.042 -0.921
O -4.199 0.730 -0.813 -0.925
O 3.279 2.341 1.750 -0.910
O 1.129 -1.751 2.472 -0.912
O 2.060 -0.010 0.580 -0.915
O 0.157 0.084 -0.929 -0.945
O 4.482 -0.087 -1.807 -0.933
O 1.504 -3.793 -2.360 -0.931
O -3.598 3.182 -0.855 -0.924
O -2.006 -1.532 -2.353 -0.914
O -0.506 -2.499 1.573 -0.936
H 0.475 -0.126 -0.086 0.480
H 2.474 2.269 2.313 0.460
H 1.579 -1.058 3.059 0.445
H 0.111 -2.345 0.782 0.472
H 2.181 0.557 -0.148 0.469
H -1.352 -2.805 1.309 0.464
H -0.778 0.181 -0.697 0.441
H -3.084 -0.605 2.607 0.484
H 1.923 -2.311 2.437 0.469
H 2.949 2.547 0.897 0.451
H 0.561 -3.666 -2.099 0.468
H -2.639 -2.008 -1.830 0.463
H -3.618 -1.834 3.551 0.477
H 3.693 0.440 -2.021 0.459
H -5.050 0.422 -1.228 0.471
H -4.173 3.002 -1.509 0.462
H 1.881 4.510 0.394 0.460
H -3.546 0.229 -1.186 0.453
H 4.538 -0.734 -2.573 0.475
H -1.746 -0.828 -1.696 0.448
H 1.555 0.454 1.319 0.470
H 0.626 3.917 -0.196 0.462
H 1.809 -2.904 -2.160 0.464
H -2.947 3.828 -1.216 0.462
```

Computed properties:
E_LUMO: -0.0176 Eh
Multiplicity: 1
Net charge: 0
Gap between HOMO and LUMO: 10.32 eV
SMILES: O.O.O.O.O.O.O.O.O.O.O.O
Energy relative to the best compared isomer or geometry (same formula, charge and spin): 581.36 kJ/mol
Largest force on an atom: 6.065 eV/A

# H24O12

A cluster of 12 separate species, H24O12 in total (ωB97M-V/def2-TZVPD, OMol25).

```
36
Properties=species:S:1:pos:R:3:nbo_charge:R:1
O -2.452 -2.119 -2.973 -0.966
O -2.165 0.614 -1.051 -0.960
O 2.583 0.554 0.752 -0.933
O -1.238 -0.235 2.985 -0.956
O 0.226 2.166 2.158 -0.958
O -2.513 -2.314 0.472 -0.957
O 0.408 2.353 -0.671 -0.978
O 0.062 -0.408 0.497 -1.032
O 0.004 -3.343 1.236 -0.955
O 3.007 3.056 1.777 -0.948
O -0.138 -1.706 -2.053 -0.954
O 1.096 0.662 -2.727 -0.978
H 2.609 2.350 1.272 0.476
H -0.038 -0.757 -0.395 0.506
H 3.815 3.259 1.372 0.456
H 0.394 2.064 0.220 0.505
H 1.995 0.379 -2.594 0.467
H -0.843 -0.400 2.120 0.491
H -2.466 -1.551 -3.723 0.446
H -1.984 0.189 2.626 0.453
H -1.535 0.572 -0.310 0.484
H 0.363 1.443 2.764 0.491
H 2.937 0.370 1.573 0.493
H -0.579 2.511 2.490 0.478
H 0.474 -2.419 -1.939 0.488
H -1.537 -2.002 -2.676 0.476
H -2.696 -1.592 -0.095 0.491
H 0.831 1.200 -1.982 0.508
H -0.709 -2.724 1.183 0.495
H 0.797 -2.853 1.042 0.451
H 3.274 0.474 0.161 0.485
H 0.401 -1.064 -2.543 0.505
H -3.251 -2.366 1.086 0.475
H -0.429 2.830 -0.786 0.487
H 0.964 -0.016 0.554 0.498
H -1.668 0.822 -1.819 0.468
```

Computed properties:
E_LUMO: -0.0209 Eh
Multiplicity: 1
Net charge: 0
Gap between HOMO and LUMO: 9.75 eV
SMILES: O.O.O.O.O.O.O.O.O.O.O.O
Energy relative to the best compared isomer or geometry (same formula, charge and spin): 166.67 kJ/mol
Largest force on an atom: 3.222 eV/A

# H24O12

A cluster of 12 separate species, H24O12 in total (ωB97M-V/def2-TZVPD, OMol25).

```
36
Properties=species:S:1:pos:R:3:lowdin_spin:R:1
O 2.630 -1.222 -1.814 0.004
O 1.685 1.088 -2.591 0.186
O -3.299 0.894 -0.294 0.030
O -0.501 -2.296 2.313 0.239
O 2.677 0.622 1.473 -0.001
O -1.895 -2.071 -0.608 0.234
O -2.091 1.710 -2.550 0.000
O 0.039 -0.156 0.096 0.101
O 0.130 2.914 -1.314 -0.001
O 1.258 0.880 3.837 0.027
O 1.132 -3.139 -0.220 0.027
O -2.120 -0.145 2.073 0.151
H 2.999 -0.275 1.384 0.000
H -1.227 2.058 -2.330 0.000
H -2.525 2.423 -3.018 0.000
H -4.052 0.476 -0.710 -0.001
H 1.409 0.034 4.259 -0.001
H -1.000 -1.518 2.064 0.002
H -1.116 -2.821 2.825 0.003
H 1.329 1.650 -1.903 0.001
H -1.278 -1.537 -0.107 0.000
H 3.544 -1.494 -1.729 0.000
H 2.135 -1.891 -1.342 0.000
H -1.704 0.661 2.378 0.000
H 0.169 3.408 -0.495 0.000
H -2.033 -1.581 -1.419 0.001
H 0.695 -3.892 -0.617 -0.001
H 0.434 -2.667 0.234 -0.003
H 0.954 -0.085 0.368 0.000
H -2.440 0.067 1.196 0.001
H 0.052 3.583 -1.994 0.000
H 3.318 1.156 1.003 0.000
H 1.754 0.833 3.020 0.000
H -2.860 1.360 -1.006 0.000
H 1.949 0.289 -2.136 0.001
H -0.152 0.683 -0.324 -0.001
```

Computed properties:
E_LUMO (spin up / spin down): -0.1143 / -0.3894 Eh
Multiplicity: 2
Net charge: +1
Gap between HOMO and LUMO (spin up / spin down): 10.98 / 2.80 eV
Energy relative to the best compared isomer or geometry (same formula, charge and spin): 88.50 kJ/mol
Largest force on an atom: 1.427 eV/A

# H26HgO17P

A structure of composition H26HgO17P (ωB97M-V/def2-TZVPD, OMol25).

```
45
Properties=species:S:1:pos:R:3:nbo_charge:R:1
Hg -0.648 1.103 -1.016 1.673
P 0.385 -0.408 1.008 1.769
O 2.677 -3.311 -0.527 -0.972
O -1.717 -2.985 0.106 -0.998
O 3.516 -0.771 -0.605 -1.009
O 2.288 1.844 2.422 -0.992
O -2.420 -1.114 2.066 -1.008
O -1.452 -0.006 -2.941 -0.980
O 0.216 -2.244 -1.850 -0.995
O -1.003 0.398 0.910 -0.951
O 2.591 1.958 -0.473 -0.996
O -3.042 1.628 1.174 -1.000
O -3.080 -0.421 -0.650 -0.988
O 0.711 1.044 0.769 -1.045
O 1.549 0.032 -2.808 -1.011
O -0.766 1.841 3.026 -0.970
O 1.014 -0.128 -0.338 -1.065
O -0.139 3.234 0.147 -0.996
O -0.626 -0.773 -0.064 -0.916
H 3.376 -1.663 -0.257 0.483
H -1.307 -2.061 -0.091 0.467
H 1.642 1.490 1.774 0.471
H 1.480 -0.072 -1.799 0.500
H 2.433 0.345 -2.997 0.480
H 0.835 -1.771 -2.437 0.479
H 1.840 1.341 -0.173 0.487
H -1.844 -0.489 1.530 0.467
H -3.368 1.206 1.988 0.474
H -1.845 0.080 -3.811 0.503
H 0.328 2.463 0.595 0.510
H -3.506 0.420 -0.453 0.486
H 2.048 -2.788 -1.048 0.492
H -2.201 -0.458 -0.162 0.476
H -1.479 -0.897 -2.643 0.525
H -0.539 1.200 3.645 0.462
H 0.108 -1.562 -1.183 0.463
H -0.754 1.449 2.131 0.469
H -2.372 -2.771 0.734 0.470
H 2.587 -0.398 -0.495 0.472
H -2.187 1.132 1.015 0.473
H 2.762 2.500 1.912 0.463
H -2.572 -0.713 2.915 0.455
H 2.247 -4.152 -0.556 0.476
H 2.971 1.597 -1.250 0.453
H -0.738 3.651 0.758 0.496
```

Computed properties:
E_LUMO: 0.0386 Eh
Multiplicity: 1
Net charge: -1
Gap between HOMO and LUMO: 6.16 eV
Largest force on an atom: 16.830 eV/A

# H26Mg2O25S3Zn

A structure of composition H26Mg2O25S3Zn (ωB97M-V/def2-TZVPD, OMol25).

```
57
Properties=species:S:1:pos:R:3:nbo_charge:R:1
Zn -2.049 -2.128 -0.717 1.781
S 0.430 0.122 -0.296 2.730
S -3.834 0.266 0.551 2.634
S -1.546 -4.252 1.786 2.623
Mg 0.928 -0.570 2.851 1.815
Mg -1.668 2.544 -0.644 1.828
O -0.558 4.092 -1.246 -1.004
O 0.714 1.258 3.577 -0.982
O 1.530 -0.066 -1.240 -1.101
O -3.594 -1.065 -0.062 -1.170
O 1.362 -2.504 2.427 -1.134
O 2.348 1.364 -3.303 -0.986
O -1.010 -1.113 2.627 -1.074
O -2.209 -1.641 -2.706 -0.993
O -1.691 -3.045 0.887 -1.239
O 2.924 -0.254 2.913 -1.016
O -1.489 3.112 1.388 -0.997
O -0.099 -4.339 2.086 -1.027
O -0.628 -0.858 -0.588 -1.148
O 0.901 -0.118 1.056 -1.125
O 2.426 -2.233 -2.616 -0.972
O -3.586 0.167 1.994 -1.077
O 3.857 -0.402 0.112 -0.999
O 0.027 0.130 -4.034 -1.011
O -2.352 -3.963 2.964 -1.023
O -5.180 0.759 0.270 -1.012
O 1.965 3.110 0.567 -0.974
O -2.839 1.242 -0.002 -1.259
O -0.101 1.484 -0.510 -1.170
O -1.694 1.849 -2.673 -1.020
O -1.971 -5.463 1.120 -1.015
H 3.225 0.982 -3.414 0.489
H 1.941 -1.507 -2.186 0.491
H -2.695 -2.073 -3.417 0.508
H 2.459 2.957 -0.244 0.472
H -0.088 1.645 3.948 0.510
H 3.397 0.114 2.145 0.546
H 3.519 -0.132 3.661 0.496
H 3.105 -0.072 -0.423 0.503
H 1.107 2.681 0.413 0.488
H -1.025 1.203 -2.964 0.527
H 1.410 1.478 4.210 0.505
H 1.927 0.810 -2.611 0.498
H 0.610 -3.295 2.301 0.508
H -1.457 -1.653 1.934 0.554
H -2.140 2.121 -3.481 0.496
H -0.009 3.983 -2.033 0.525
H 2.136 -2.819 1.958 0.482
H 4.254 -1.097 -0.421 0.478
H 0.929 0.506 -3.885 0.512
H -0.019 -0.032 -4.981 0.491
H 2.835 -2.717 -1.893 0.464
H -0.694 5.044 -1.165 0.512
H -1.509 -1.129 -3.142 0.525
H -1.810 2.557 2.111 0.527
H -1.001 3.831 1.804 0.492
H -1.722 -0.872 3.233 0.517
```

Computed properties:
E_LUMO: -0.0519 Eh
Multiplicity: 1
Net charge: 0
Gap between HOMO and LUMO: 6.00 eV
Largest force on an atom: 3.341 eV/A